This record from OMol25 describes 6 unconnected molecules or ions with the total composition C18H18F6O18. The level of theory is wB97M-V/def2-TZVPD.

energy: -2649.91946 Eh
maximum force: 11.04 eV/Å
Kohn-Sham gap: 9.2 eV
structure (SMILES): O=C1OC[C@@H](F)O1.O=C1OC[C@@H](F)O1.O=C1OC[C@@H](F)O1.O=C1OC[C@@H](F)O1.O=C1OC[C@@H](F)O1.O=C1OC[C@@H](F)O1
multiplicity: 1

The geometry in XYZ format:
```
60
C18H18F6O18 wB97M-V/def2-TZVPD
O 1.18 2.45 2.26
C 0.26 1.74 2.59
O -0.29 0.60 1.98
C -1.36 0.04 2.64
C -1.55 1.14 3.75
F -1.54 0.49 4.86
O -0.42 1.98 3.71
H -2.10 -0.05 1.85
H -0.92 -0.89 3.00
H -2.51 1.63 3.62
O -0.78 -1.98 1.39
C -1.01 -1.28 0.35
O -0.15 -0.49 -0.24
C -0.60 0.04 -1.44
C -2.06 -0.10 -1.31
F -2.68 -0.52 -2.55
O -2.23 -1.07 -0.32
H -0.37 1.11 -1.54
H -0.17 -0.47 -2.29
H -2.49 0.81 -0.89
O -3.15 3.73 4.09
C -3.43 3.45 2.89
O -4.21 4.13 2.07
C -4.22 3.52 0.79
C -3.58 2.19 0.96
F -2.70 1.83 -0.06
O -2.91 2.43 2.18
H -5.15 3.53 0.23
H -3.59 4.17 0.17
H -4.33 1.41 1.06
O -0.67 -1.78 -3.89
C 0.20 -1.01 -4.33
O 0.23 -0.60 -5.63
C 1.22 0.34 -5.78
C 2.10 0.03 -4.58
F 2.37 1.14 -3.89
O 1.24 -0.70 -3.66
H 1.85 0.42 -6.66
H 0.59 1.21 -5.60
H 3.01 -0.49 -4.90
O 4.56 -2.78 0.70
C 3.70 -2.36 -0.04
O 3.16 -1.07 -0.07
C 2.22 -1.04 -1.15
C 1.86 -2.47 -1.33
F 1.52 -2.71 -2.58
O 3.09 -3.08 -0.96
H 1.38 -0.44 -0.81
H 2.59 -0.66 -2.10
H 1.09 -2.90 -0.69
O 4.35 -2.51 3.46
C 3.36 -2.01 2.91
O 3.35 -0.82 2.31
C 1.97 -0.51 1.84
C 1.34 -1.89 1.97
F 1.47 -2.71 0.94
O 2.13 -2.49 3.00
H 1.54 0.14 2.60
H 1.98 0.06 0.91
H 0.28 -1.87 2.22
```